DFT (ωB97M-V/def2-TZVPD) results for C4H8O3 in the gas phase.

```
15
Properties=species:S:1:pos:R:3:forces:R:3:nbo_charge:R:1
O 1.64697 1.50721 0.55157 0.145 -0.086 -0.038 -0.722
C 0.57210 1.48431 -0.36753 -0.253 0.122 -0.164 -0.181
C 0.05580 0.12410 -0.82582 0.290 0.527 -0.402 0.106
C -1.24802 -0.58012 0.33923 -0.072 0.012 0.509 -0.072
O -2.02226 -1.35274 -0.50258 -0.029 0.025 -0.212 -0.706
C 0.49140 -1.07440 0.42002 -0.041 -0.212 0.527 -0.064
O 1.14212 -0.79348 -0.76498 -0.071 0.072 -0.104 -0.537
H 2.32712 0.93144 0.17376 -0.020 0.111 0.118 0.471
H -0.22976 2.10495 0.04791 0.117 -0.190 -0.060 0.190
H 0.87273 1.95998 -1.31859 -0.055 -0.136 0.123 0.195
H -1.35397 -1.03886 1.33105 -0.068 0.023 0.035 0.196
H -1.58578 0.45596 0.49143 0.217 -0.250 -0.133 0.200
H -1.84664 -0.99597 -1.38956 -0.018 -0.046 0.096 0.492
H 0.26035 -2.13423 0.50554 0.008 0.135 -0.024 0.220
H 0.91784 -0.59817 1.30856 -0.149 -0.108 -0.271 0.211
```
Forces are in eV/Å.

Molar mass ... 104.10 g/mol
Net charge ... 0
Total energy ... -382.7237 hartree
Energy above the lowest of the compared OMol25 structures with the same formula, charge and spin ... 151.3 kcal per mole
Gap between HOMO and LUMO ... 9.14 eV

=====

DFT (ωB97M-V/def2-TZVPD) results for C4H8O3S in the gas phase at a distorted geometry.

```
16
Properties=species:S:1:pos:R:3:forces:R:3:nbo_charge:R:1
C 0.26416 0.46921 1.49201 1.423 -0.115 3.443 0.197
C -1.21588 -0.91094 0.94473 -2.676 -5.814 -0.933 -0.229
C -0.23074 -0.43312 -1.80594 -1.690 0.201 -0.164 -0.162
C 1.06162 1.29227 -0.63528 -0.006 -5.181 -3.493 0.242
H 0.91451 -0.50106 1.44555 -1.052 1.883 -0.846 0.169
H 0.72703 1.01777 2.31225 -0.639 -0.090 0.591 0.176
H -2.02575 -1.51424 1.36524 -0.383 -0.312 -0.593 0.205
H -0.32192 -1.79497 0.96960 -2.027 2.588 -0.621 0.172
H -0.63901 -0.90145 -2.81118 1.536 1.157 1.874 0.225
H 0.54721 -1.01572 -1.23361 -1.021 -0.104 -0.852 0.171
H 1.56297 2.12277 -1.03527 0.255 1.634 0.303 0.193
H 1.79744 0.37573 -0.65611 -1.005 1.687 0.703 0.139
O -1.10897 0.03465 1.89282 4.885 2.334 -1.653 -0.496
O 0.24173 0.89341 -1.93663 0.499 -0.461 1.924 -0.575
O 0.33264 1.40415 0.47652 -0.784 0.848 -0.401 -0.510
S -1.90704 -0.53846 -0.78470 2.685 -0.256 0.719 0.082
```
Forces are in eV/Å.

Molar mass ... 136.17 g/mol
Net charge ... 0
Total energy ... -780.9704 hartree
Energy above the lowest of the compared OMol25 structures with the same formula, charge and spin ... 102.2 kcal per mole
Gap between HOMO and LUMO ... 9.79 eV

=====

DFT (ωB97M-V/def2-TZVPD) results for C4H8O3S2 as an isolated structure at a distorted geometry.

```
17
Properties=species:S:1:pos:R:3:forces:R:3:nbo_charge:R:1
C 2.86735 -0.22201 1.11717 -0.184 -1.207 -0.654 -0.772
C -0.65643 1.21948 0.73735 0.019 0.053 0.099 -0.273
C -0.86289 0.80038 -0.51461 0.220 1.118 -0.577 -0.513
C -1.54085 -2.15308 -1.19512 0.526 1.374 1.089 -0.854
O 1.75108 -0.66283 -1.11824 -0.140 -0.255 -0.520 -0.959
O -2.42197 -1.10598 1.02201 -0.262 0.450 -0.107 -0.904
O -0.03668 -1.67459 0.89556 -0.370 0.223 -0.145 -0.941
S 2.30244 -1.32551 0.06922 1.175 1.507 0.951 1.266
S -1.26898 -1.36357 0.21639 -0.747 -2.776 -0.004 2.121
H 2.81436 0.83843 0.95861 -0.137 0.251 -0.244 0.228
H 3.31533 -0.58231 2.02268 0.117 -0.262 0.254 0.230
H 0.31800 1.15368 1.19453 0.143 -0.036 0.008 0.203
H -1.45823 1.57055 1.36826 -0.143 -0.003 0.010 0.211
H -1.82349 0.93164 -0.99164 -0.153 -0.034 0.059 0.219
H -0.03357 0.52608 -1.15284 0.010 -0.041 0.076 0.260
H -0.65822 -2.26066 -1.79231 0.383 -0.269 -0.191 0.243
H -2.44591 -1.84614 -1.67877 -0.458 -0.092 -0.104 0.234
```
Forces are in eV/Å.

Molar mass ... 168.24 g/mol
Net charge ... 0
Total energy ... -1179.1188 hartree
Energy above the lowest of the compared OMol25 structures with the same formula, charge and spin ... 95.1 kcal per mole
Gap between HOMO and LUMO (spin up / spin down) ... 8.58 / 8.58 eV

=====

DFT (ωB97M-V/def2-TZVPD) results for C4H8O4 in the gas phase at a distorted geometry.

```
16
Properties=species:S:1:pos:R:3:forces:R:3:nbo_charge:R:1
C 1.18342 -1.07597 -1.19556 1.644 1.667 -0.889 -0.304
C -0.51806 0.34966 -0.11620 -0.840 -2.634 -2.158 -0.055
C -0.47601 -0.79073 1.00366 -4.143 1.206 -2.398 -0.068
C -1.15677 1.66801 0.39527 -0.091 -4.409 0.538 0.780
H 2.22215 -1.27560 -1.63242 -0.276 1.271 1.949 0.216
H 0.83102 -1.06248 -2.22988 -1.851 -0.543 0.593 0.214
H 0.97938 -1.88171 -0.42452 0.325 1.040 -2.265 0.195
H -1.25084 0.05965 -1.03824 1.609 0.322 1.941 0.184
H 0.12620 -1.59723 0.53651 -2.013 0.123 1.446 0.145
H -1.57418 -0.93225 1.30564 1.612 -0.672 -0.681 0.207
H 1.11277 -0.28064 1.67580 -2.505 0.782 2.104 0.461
H 0.19427 2.45141 -0.84304 -2.778 0.999 4.467 0.525
O 0.86791 0.38944 -0.63026 0.022 -2.415 -0.525 -0.604
O 0.13397 -0.25601 2.06450 5.389 0.307 0.776 -0.680
O -0.50183 2.72581 0.09976 3.367 1.533 -4.580 -0.642
O -2.17339 1.50865 1.02899 0.527 1.425 -0.319 -0.574
```
Forces are in eV/Å.

Molar mass ... 120.10 g/mol
Net charge ... 0
Total energy ... -458.0215 hartree
Energy above the lowest of the compared OMol25 structures with the same formula, charge and spin ... 132.8 kcal per mole
Gap between HOMO and LUMO ... 10.13 eV

=====

DFT (ωB97M-V/def2-TZVPD) results for C4H8O4 as an isolated structure at a distorted geometry.

```
16
Properties=species:S:1:pos:R:3:forces:R:3:nbo_charge:R:1
C 0.67872 1.18387 -1.05574 0.583 0.834 -2.000 0.875
O 0.05634 0.83522 -2.10318 0.222 0.139 1.043 -0.668
O 1.91930 0.66042 -0.85055 -0.665 -0.100 0.410 -0.665
O 0.64479 2.50598 -0.66328 -0.093 -0.560 0.358 -0.706
H -0.07031 2.94213 -1.14583 -0.030 -0.168 0.011 0.505
H -0.94392 0.09547 -1.74036 -0.825 -1.001 0.906 0.493
H 2.37748 1.17926 -0.17531 -0.085 -0.003 -0.016 0.495
H -0.15576 0.52324 -0.02298 -0.753 -0.695 0.687 0.072
C -1.08014 -0.39733 0.17169 0.934 0.839 -0.268 0.113
C -0.25281 -1.51964 0.68918 0.449 0.266 0.242 -0.230
C -0.09442 -1.76626 1.98412 -0.158 -0.102 -0.135 -0.366
O -1.61722 -0.52512 -1.02868 0.412 0.640 -1.170 -0.708
H -1.72785 0.06905 0.92734 0.158 0.081 -0.017 0.176
H 0.33850 -2.02967 -0.06390 -0.134 -0.170 0.008 0.216
H 0.57491 -2.53785 2.33819 0.007 -0.033 -0.021 0.205
H -0.64761 -1.21877 2.73930 -0.020 0.033 -0.038 0.192
```
Forces are in eV/Å.

Molar mass ... 120.10 g/mol
Net charge ... 0
Total energy ... -458.0922 hartree
Energy above the lowest of the compared OMol25 structures with the same formula, charge and spin ... 88.5 kcal per mole
Gap between HOMO and LUMO ... 9.83 eV

=====

DFT (ωB97M-V/def2-TZVPD) results for a 2-piece molecular cluster, C4H8O6 overall at a distorted geometry.

```
18
Properties=species:S:1:pos:R:3:forces:R:3:nbo_charge:R:1
C 3.73899 1.34198 3.14484 0.296 -0.175 -0.029 -0.629
C 4.80750 0.23574 3.09699 -1.146 0.735 -0.503 0.096
C 6.19292 0.61686 2.59589 0.233 0.760 0.193 -0.091
O 6.08277 1.20927 1.31705 0.500 0.155 -0.480 -0.718
C 4.96301 -0.69174 4.28890 0.151 -0.257 0.867 0.434
O 4.24618 -0.81010 5.25258 0.472 0.386 -0.743 -0.493
O 4.21131 -0.65472 2.14711 0.680 -0.651 -0.167 -0.255
O 5.23086 -1.68549 2.05808 -0.847 -0.973 -1.534 -0.492
H 4.00116 2.11974 3.88124 -0.237 -0.318 -0.329 0.224
H 3.64656 1.76839 2.12668 0.234 -0.068 0.630 0.240
H 2.76746 0.87210 3.38043 0.503 0.304 0.183 0.237
H 6.61284 1.37089 3.28558 0.061 -0.483 0.114 0.170
H 6.80369 -0.29943 2.52634 -0.053 0.632 0.368 0.196
H 6.98643 1.40651 1.00784 -0.693 -0.122 0.168 0.473
H 5.82194 -1.36250 4.05676 -0.265 -0.011 0.928 0.122
H 5.03607 -2.01862 1.16269 0.206 0.155 0.369 0.480
O 3.62668 -3.18463 -0.01872 -1.238 -1.188 2.255 -0.027
O 3.09570 -3.69502 0.97252 1.144 1.119 -2.290 0.035
```
Forces are in eV/Å.

Molar mass ... 152.10 g/mol
Net charge ... 0
Total energy ... -608.3615 hartree
Energy above the lowest of the compared OMol25 structures with the same formula, charge and spin ... 158.2 kcal per mole
Gap between HOMO and LUMO (spin up / spin down) ... 7.72 / 7.67 eV